{
  "formula": "C7H8OSi",
  "method": "ωB97M-V/def2-TZVPD",
  "species": ["C", "C", "C", "C", "C", "C", "C", "O", "Si", "H", "H", "H", "H", "H", "H", "H", "H"],
  "xyz": [[-2.24332, -0.02848, -0.21815], [-1.43349, -0.32316, -1.26205], [-1.73921, -0.08016, 1.10943], [-0.09340, -0.62614, -1.01017], [-0.45410, -0.41314, 1.30847], [0.42920, -0.76647, 0.25464], [1.66994, 2.07053, -0.63649], [2.33228, 2.96298, -1.09238], [2.26739, -0.85634, 0.56388], [-3.11485, 0.47822, -0.54543], [-1.85443, -0.25352, -2.18708], [-2.31126, 0.16017, 1.99965], [0.36054, -1.00713, -1.86510], [-0.05830, -0.76117, 2.21773], [0.63327, 1.94788, -0.57523], [2.71583, -2.23424, 0.22682], [2.89390, -0.26985, 1.71145]],
  "forces_ev_per_angstrom": [[0.428, 1.150, 1.395], [1.640, -0.193, 2.658], [-1.767, 0.688, -0.588], [-1.239, -1.125, -0.435], [1.908, -1.868, -1.062], [-0.426, 1.431, 0.551], [4.410, 1.536, -0.888], [-1.831, -1.970, 1.017], [-0.353, -0.325, -1.786], [-1.422, -0.066, 0.645], [-0.574, 0.020, -2.678], [-0.411, -0.034, -0.335], [1.732, -0.154, -1.336], [0.008, 0.575, 1.780], [-2.336, -0.026, 0.008], [0.258, 0.237, 0.113], [-0.024, 0.124, 0.942]],
  "lowdin_charge": [-0.0760, -0.0888, -0.0748, -0.1531, -0.1440, -0.4341, -0.0527, 0.0173, 0.7646, 0.0942, 0.0784, 0.1064, 0.0842, 0.0785, 0.0297, -0.1052, -0.1248],
  "e_above_lowest_kcal_mol": 97.7,
  "e_homo_ev": [-8.207, -7.278],
  "energy_ev": -17308.7563,
  "homo_lumo_gap_ev": [7.677, 7.342]
}